1.
The following is a quantum chemistry calculation of 15 unconnected molecules or ions with the total composition C46H117N8O22, from OMol25.

Summary:
Frontier orbital gap, eV: 8.964
Total charge: +1
LUMO level, eV: -1.62
HOMO energy, eV: -10.5800

Last column: Mulliken charge in e.
Cartesian coordinates (Å):
C: -1.78407 4.46076 -4.66873  -1.187
C: -0.60036 4.44357 -5.58970  0.305
C: 0.36125 5.57050 -5.38261  0.046
O: 1.35690 5.64054 -6.34519  -0.372
C: 2.05362 6.84889 -6.12955  -0.683
N: 0.18102 3.20237 -5.34317  0.465
H: 0.72118 3.27222 -4.50478  -0.590
H: -0.45493 2.37570 -5.12992  0.196
H: 0.82986 3.03865 -6.13603  0.422
H: -2.43228 5.29251 -4.91524  0.527
H: -1.40562 4.39845 -3.66485  0.111
H: -2.32978 3.55397 -4.93363  0.246
H: -0.91828 4.37902 -6.66328  0.451
H: 0.77593 5.48004 -4.34632  -0.270
H: -0.29730 6.53059 -5.28886  0.374
H: 2.91715 6.92100 -6.79606  0.268
H: 2.43270 6.92525 -5.07411  0.253
H: 1.39606 7.70314 -6.37505  0.302
C: -1.52840 -6.17213 -2.58583  -1.661
C: -1.69504 -5.04903 -1.52620  0.461
C: -2.78123 -4.02712 -1.98112  0.795
O: -4.03728 -4.68162 -2.04226  -0.514
C: -5.16229 -3.73259 -1.98982  -0.599
N: -2.01446 -5.72834 -0.28524  0.236
H: -1.67237 -6.69463 -0.34264  0.467
H: -1.29769 -5.29396 0.42887  0.184
H: -3.03113 -5.67835 -0.09250  0.332
H: -2.43605 -6.74841 -2.65839  0.451
H: -0.69393 -6.89032 -2.34564  0.456
H: -1.28808 -5.78107 -3.62865  0.205
H: -0.71487 -4.56892 -1.47028  -0.484
H: -2.54628 -3.48728 -2.89729  0.305
H: -2.89137 -3.28252 -1.19882  -0.225
H: -5.15017 -2.98201 -1.21212  0.048
H: -6.06174 -4.30435 -1.87227  0.316
H: -5.17377 -3.25938 -2.93752  0.432
C: 2.60028 -1.93822 -3.00741  -0.893
C: 1.55524 -1.43280 -3.96668  0.189
C: 0.12477 -2.01669 -3.92261  0.577
O: -0.27776 -1.82816 -5.22843  -0.484
C: -1.37887 -2.66783 -5.48699  -0.435
N: 1.43264 0.04565 -3.92807  0.621
H: 0.43322 0.54079 -3.90019  -0.204
H: 1.96178 0.48090 -3.18784  -0.161
H: 1.79521 0.53221 -4.79537  0.531
H: 2.34198 -2.97044 -2.81255  0.511
H: 2.43567 -1.43742 -2.04750  0.293
H: 3.63475 -1.85170 -3.38801  -0.222
H: 1.88998 -1.68753 -4.98080  0.479
H: -0.50111 -1.39177 -3.28316  -0.657
H: 0.19862 -3.05169 -3.55894  0.477
H: -1.23308 -3.75167 -5.32426  0.242
H: -1.86353 -2.43391 -6.44843  0.337
H: -2.12234 -2.35547 -4.72981  -0.094
C: -4.25005 1.22234 0.56427  -0.718
C: -4.62954 0.04868 1.49991  0.465
C: -6.08326 -0.45302 1.39832  -0.847
O: -6.36695 -0.43112 0.03529  -0.260
C: -7.66911 -1.01781 -0.22844  -0.849
N: -3.75877 -1.12646 1.27993  2.395
H: -2.86794 -1.03562 1.86352  -0.983
H: -4.18248 -2.07585 1.52123  0.083
H: -3.59464 -1.18614 0.29429  -0.419
H: -4.39233 0.99785 -0.50236  0.218
H: -3.20276 1.47012 0.79678  -0.273
H: -4.89088 2.07232 0.89054  0.503
H: -4.32861 0.33453 2.55149  0.260
H: -6.73311 0.23217 1.94279  0.496
H: -6.15657 -1.44555 1.86177  0.385
H: -8.47016 -0.37169 0.07714  0.355
H: -7.74423 -2.00228 0.31294  0.253
H: -7.69793 -1.24008 -1.28240  0.268
C: 2.26813 7.93077 0.60136  -1.434
C: 2.45037 6.50497 0.17320  0.586
C: 3.19624 5.62356 1.26342  0.261
O: 2.95011 6.15489 2.58223  -0.418
C: 3.55088 5.23681 3.53316  -0.805
N: 1.19746 5.81408 -0.15198  -0.329
H: 1.39753 5.14674 -0.83156  -0.265
H: 0.01793 5.03187 1.10899  0.197
H: 0.52752 6.42310 -0.62289  0.287
H: 1.77681 7.92298 1.60706  0.311
H: 1.67893 8.35976 -0.21785  0.416
H: 3.19272 8.49313 0.68827  0.361
H: 3.04716 6.36508 -0.77013  -0.209
H: 4.26528 5.69907 0.97957  0.662
H: 2.84630 4.55686 1.16228  -0.317
H: 4.58521 5.41778 3.43176  0.392
H: 3.20743 4.20733 3.46833  0.188
H: 3.29424 5.58701 4.53690  0.301
C: 0.76058 -4.02208 5.05742  -1.433
C: -0.42746 -4.58742 4.33279  0.766
C: -1.63467 -4.89351 5.28338  -1.054
O: -2.13252 -3.63863 5.64605  -0.142
C: -3.35507 -3.73233 6.34507  -0.883
N: -0.81201 -3.63594 3.31775  2.023
H: -0.11311 -3.61748 2.54311  -0.746
H: -1.70838 -3.95547 2.93637  -0.134
H: -1.06228 -2.66449 3.57709  0.266
H: 0.40899 -3.09059 5.53154  0.281
H: 1.56822 -3.83773 4.36848  0.265
H: 1.23875 -4.70498 5.79649  0.474
H: -0.11580 -5.53611 3.87586  0.412
H: -1.29422 -5.49090 6.14994  0.502
H: -2.31058 -5.42163 4.63145  0.416
H: -4.09147 -4.31076 5.74707  0.305
H: -3.61906 -2.69711 6.52061  0.248
H: -3.26141 -4.21766 7.34842  0.292
C: 3.97314 -1.44972 3.93965  -1.445
C: 5.23961 -0.64245 3.94735  0.481
C: 6.42873 -1.22627 4.77723  -0.687
O: 7.55378 -0.36283 4.81208  -0.358
C: 7.48154 0.70466 5.72854  -0.650
N: 5.66778 -0.49643 2.52554  -0.350
H: 6.65801 -0.28615 2.44335  0.250
H: 5.62376 -1.36326 2.01328  0.188
H: 5.05374 0.69475 0.72120  0.396
H: 3.30953 -1.02605 3.20710  0.165
H: 3.47776 -1.32759 4.89609  0.479
H: 4.17439 -2.49634 3.72353  0.365
H: 4.87999 0.36820 4.32895  0.074
H: 6.74433 -2.19920 4.37270  0.323
H: 6.08082 -1.51062 5.78894  0.389
H: 8.40495 1.35201 5.63148  0.243
H: 7.68074 0.20694 6.65483  0.317
H: 6.59902 1.37616 5.64459  0.235
C: 1.31288 2.53070 1.07610  -0.473
C: 1.12455 1.60335 -0.15989  1.770
C: 0.85376 0.21478 0.43428  -0.504
O: 0.57451 -0.68346 -0.66442  0.703
C: -0.48184 -1.59605 -0.27569  0.945
N: -0.02163 1.87815 -1.04363  2.805
H: -0.84752 2.17299 -0.51123  0.120
H: 0.25425 2.62276 -1.74464  -0.329
H: -0.26404 1.00867 -1.44916  -0.733
H: 0.77427 2.24562 1.95273  -0.161
H: 0.98762 3.55693 0.82567  -1.010
H: 2.38471 2.44474 1.34432  0.719
H: 2.04181 1.64553 -0.80038  -0.144
H: -0.02399 0.25130 1.07807  -0.909
H: 1.78373 -0.11542 0.95842  -0.285
H: -0.22018 -2.55045 -0.69271  -0.898
H: -1.46809 -1.19046 -0.60365  -0.081
H: -0.41221 -1.68786 0.79508  0.068
C: 5.41370 0.04897 -2.39264  -1.170
C: 5.14755 -0.14732 -0.88851  0.915
O: 4.78022 -1.19920 -0.37758  -0.557
O: 5.24782 0.94249 -0.19113  -0.433
H: 5.26275 -0.84301 -2.94337  0.290
H: 6.48801 0.15787 -2.51024  0.462
H: 4.91823 0.90670 -2.83224  0.127
C: -0.90938 0.52771 4.66886  -1.928
C: -1.43441 0.02828 3.30695  0.271
O: -1.60588 0.87325 2.40075  0.150
O: -1.79250 -1.18544 3.20857  -1.081
H: -1.33289 1.49616 4.86228  0.390
H: 0.17641 0.71618 4.67047  0.293
H: -1.09209 -0.10740 5.52016  0.437
C: 2.45905 -5.47447 0.81199  -1.540
C: 1.16345 -4.73323 0.99924  0.514
O: 0.14061 -5.42561 0.74096  -0.818
O: 1.13507 -3.55181 1.30927  -0.762
H: 2.42580 -5.95034 -0.18649  0.378
H: 2.40578 -6.20867 1.61899  0.381
H: 3.28977 -4.79087 0.96198  0.287
C: 3.55915 4.45562 -3.15086  -1.000
C: 2.35222 3.52630 -3.12268  1.040
O: 1.25997 3.88994 -2.58675  -0.990
O: 2.49425 2.43686 -3.73487  -0.794
H: 4.42177 3.80704 -3.10205  0.405
H: 3.49860 5.20029 -2.36566  -0.242
H: 3.58138 4.92390 -4.15847  0.304
C: -2.51342 3.86305 2.59556  -0.875
C: -1.50259 4.09490 1.47651  0.879
O: -1.50640 3.61358 0.35479  -0.747
O: -0.55917 4.94918 1.83586  -0.342
H: -3.48000 3.65243 2.15371  0.196
H: -2.48264 4.83840 3.10302  0.556
H: -2.10935 3.07486 3.23895  -0.108
C: -5.94634 -5.40834 1.95601  -1.419
C: -4.65958 -4.57246 2.11984  0.207
O: -4.55953 -3.60073 1.20635  -0.358
O: -3.75233 -4.71966 2.98581  -0.521
H: -6.58309 -4.92656 1.21233  0.249
H: -6.50586 -5.51051 2.87472  0.363
H: -5.83492 -6.39470 1.59368  0.365
C: -2.88242 0.72265 -4.66854  -2.088
C: -1.76319 0.74108 -3.67126  0.488
O: -1.91669 0.16871 -2.60259  -0.586
O: -0.69691 1.38973 -3.95468  -0.371
H: -3.37765 -0.23425 -4.52112  0.404
H: -2.72197 0.95087 -5.72234  0.306
H: -3.60839 1.44720 -4.28531  0.506

2.
The following is a quantum chemistry calculation of 2 unconnected molecules or ions with the total composition C14H34BClNO2P2, from OMol25.

Summary:
Frontier orbital gap, eV: 6.690
Total charge: +1
LUMO level, eV: -2.74
HOMO energy, eV: -9.4256

Last column: Mulliken charge in e.
Cartesian coordinates (Å):
C: 6.97475 -1.96674 -0.95265  -0.674
C: 6.59344 -0.78093 -0.36139  -0.284
P: 5.01999 0.10794 -0.55440  0.167
Cl: 6.08217 2.05621 -0.23555  -0.474
B: 4.29953 0.89234 -2.14105  0.666
O: 4.78837 0.69462 -3.38530  -0.471
O: 3.19926 1.74843 -2.00004  -0.499
P: 3.85575 -1.81009 -0.81979  -0.252
C: 3.99644 -2.39368 -2.57567  -1.060
C: 2.09892 -1.25513 -0.44408  -0.442
C: 1.06718 -1.52524 -1.54968  -0.909
H: 6.96231 -2.89335 -0.38387  0.290
H: 7.31326 -2.00933 -1.98481  0.341
H: 7.28985 -0.32687 0.34568  0.370
H: 4.28421 0.32003 0.62921  0.120
H: 4.13756 1.01555 -4.03126  0.304
H: 3.50408 2.45146 -1.40014  0.258
H: 4.78704 -1.89463 -3.13412  0.332
H: 4.28039 -3.44256 -2.53425  0.367
H: 3.07545 -2.34645 -3.15337  0.405
H: 1.80241 -1.76773 0.46915  0.497
H: 2.09344 -0.18693 -0.20151  0.328
H: 1.42674 -1.16979 -2.51000  0.302
H: 0.84445 -2.58831 -1.58263  0.394
H: 0.16021 -0.95723 -1.31366  -0.089
C: -1.78956 2.94923 -0.42770  -1.411
C: -1.66977 1.43589 -0.64622  -0.256
C: -2.95925 0.64474 -0.44718  -0.448
N: -3.27057 0.18726 0.96670  0.115
C: -4.67153 -0.39652 0.91399  -0.627
C: -5.24617 -0.71514 2.28132  -0.657
C: -5.21479 0.50843 3.18413  -0.690
C: -3.78884 1.02362 3.29746  -0.800
C: -3.20505 1.34457 1.93111  -0.690
C: -2.30107 -0.88121 1.35478  -1.067
H: -1.74440 3.22876 0.62313  0.317
H: -0.96435 3.45977 -0.92131  0.412
H: -2.71882 3.33943 -0.84579  0.334
H: -0.84475 1.03419 -0.05509  0.070
H: -1.38647 1.29384 -1.69053  0.431
H: -2.92380 -0.27062 -1.03831  0.466
H: -3.81360 1.22837 -0.78772  0.374
H: -5.29785 0.34425 0.41714  0.429
H: -4.61859 -1.28639 0.28839  0.458
H: -6.27413 -1.05652 2.15531  0.397
H: -4.70553 -1.54278 2.74688  0.321
H: -5.60659 0.26090 4.16989  0.390
H: -5.86020 1.29136 2.77359  0.311
H: -3.16564 0.29301 3.81932  0.332
H: -3.76634 1.92973 3.90349  0.398
H: -2.15702 1.61552 2.03257  0.429
H: -3.75489 2.16544 1.47081  0.476
H: -1.30112 -0.45875 1.37771  0.390
H: -2.35885 -1.68018 0.62023  0.346
H: -2.55768 -1.26183 2.33712  0.463

3.
The following is a quantum chemistry calculation of a molecular structure, C46H57BFeN2O7P2Si, from OMol25.

Summary:
Frontier orbital gap (spin up / spin down), eV: 6.826 / 6.194
Total charge: -1
LUMO level (spin up / spin down), eV: 2.41 / 1.77
⟨S²⟩: 8.7610
Spin multiplicity: 6
HOMO energy (spin up / spin down), eV: -4.4152 / -4.4230

Last column: Mulliken charge in e.
Cartesian coordinates (Å):
Fe: 0.83331 -1.52899 -1.00328  0.645
O: 2.03251 -2.06939 1.07002  -0.580
C: 1.37021 -1.97419 2.31512  0.957
C: 0.16521 -2.90609 2.47692  -1.837
N: -0.83129 -2.74429 1.42772  1.832
C: -1.00989 -3.97929 0.67332  1.152
C: 0.34651 -4.48569 0.09722  -0.413
O: 0.81191 -5.54109 0.51482  -0.808
O: 0.86811 -3.72469 -0.76368  -0.631
C: -2.31399 -0.64179 1.62382  -0.064
C: -2.04979 -0.36259 0.12432  -0.605
O: -2.96879 -0.11819 -0.63108  -0.783
O: -0.80099 -0.40649 -0.15108  2.204
H: 2.14861 -3.00629 0.84942  0.349
H: 1.04191 -0.93609 2.39502  -1.148
H: 2.09021 -2.19589 3.11822  0.496
H: -0.25879 -2.70629 3.46442  0.439
H: 0.52281 -3.94339 2.47842  0.587
H: -1.64029 -3.75869 -0.19108  -1.054
H: -1.46149 -4.78469 1.28072  0.244
H: -2.17029 1.25931 2.52532  0.973
H: -3.37739 -0.46449 1.81942  0.565
C: -3.04779 -5.95479 -3.05808  -1.931
C: -2.92779 -4.50139 -3.51448  2.001
C: -3.16399 -4.44299 -5.02508  -2.247
O: -1.57079 -4.07119 -3.28348  -0.362
B: -1.56549 -2.94779 -2.52258  0.037
O: -2.80489 -2.56719 -2.16028  -0.305
C: -3.78789 -3.48059 -2.67778  1.869
C: -4.51099 -4.09269 -1.47518  -2.165
C: -4.79789 -2.66869 -3.48838  -2.096
H: -2.41089 -6.57309 -3.68558  0.471
H: -4.07579 -6.29929 -3.14588  0.400
H: -2.70719 -6.06579 -2.03428  0.300
H: -2.46499 -5.12279 -5.50638  0.555
H: -2.97189 -3.44549 -5.40798  0.319
H: -4.18019 -4.74269 -5.27038  0.387
H: -3.81629 -4.61359 -0.82318  0.277
H: -5.29339 -4.77839 -1.79248  0.464
H: -4.95749 -3.28049 -0.90608  0.544
H: -4.30659 -2.12409 -4.28738  0.322
H: -5.25129 -1.93929 -2.82408  0.476
H: -5.57389 -3.30849 -3.90368  0.408
C: 0.15511 -0.40049 -4.19778  -0.633
Si: 1.92001 -1.07629 -3.88798  0.108
C: 1.83891 -2.98229 -3.86458  -0.718
C: 2.96111 -0.65019 -5.45778  -1.338
N: 2.37911 -0.53919 -2.32878  0.263
C: 3.33301 0.31861 -1.91568  0.096
C: 4.15971 1.06011 -2.78308  -0.452
C: 5.12741 1.91261 -2.29848  -0.725
C: 5.32131 2.06741 -0.93458  -0.762
C: 4.51671 1.34871 -0.06188  -0.308
C: 3.53871 0.50521 -0.53278  -0.253
H: -0.31409 -0.88429 -5.04728  0.382
H: 0.14181 0.67021 -4.37388  0.343
H: -0.45559 -0.60599 -3.31538  -0.123
H: 1.54451 -3.38099 -4.82828  0.319
H: 1.09671 -3.30159 -3.13738  -0.068
H: 2.78551 -3.43209 -3.58948  0.333
H: 2.60771 -1.22509 -6.30938  0.346
H: 4.01011 -0.89379 -5.31718  0.378
H: 2.89241 0.39951 -5.72808  0.345
H: 4.01861 0.95601 -3.84518  0.239
H: 5.74611 2.46191 -2.99748  0.395
H: 6.07981 2.73711 -0.55508  0.371
H: 4.66411 1.45231 1.00272  0.389
H: 2.90751 -0.04929 0.15032  0.304
C: 0.21211 2.55661 2.71302  -2.523
P: -0.00049 1.09041 1.50052  1.178
C: -0.74819 2.17491 0.20842  1.259
C: -1.84639 3.00211 0.38742  -0.733
C: -2.29999 3.80071 -0.64888  -1.065
C: -1.65219 3.78841 -1.87078  -0.735
C: -0.55219 2.96751 -2.05868  -0.581
C: -0.10409 2.16611 -1.02658  -0.418
C: -1.51739 0.37741 2.43042  0.009
C: -1.14049 0.02701 3.82322  -0.721
C: -1.54209 -0.97629 4.60912  -0.997
C: -2.39399 -2.10849 4.31432  -0.793
C: -2.67159 -2.63689 3.12172  -1.021
C: -2.13869 -2.17069 1.79602  -0.605
P: 1.05081 3.94041 1.80482  0.057
C: 2.75551 3.80061 2.44782  0.176
C: 3.52691 4.95951 2.46622  -0.228
C: 4.82301 4.93631 2.94092  -0.711
C: 5.36681 3.74841 3.40032  -0.572
C: 4.62331 2.58391 3.33802  -0.458
C: 3.32981 2.60211 2.84312  -0.549
C: 0.45001 5.23701 2.97282  0.166
C: -0.52839 6.11151 2.51692  -0.342
C: -1.11029 7.02731 3.37502  -0.544
C: -0.71719 7.08081 4.70092  -0.434
C: 0.27661 6.22851 5.15692  -0.681
C: 0.85451 5.31121 4.30022  -0.196
H: 0.80701 2.28421 3.58912  1.002
H: -0.74659 2.95121 3.06672  0.958
H: -2.37369 3.02581 1.33132  0.350
H: -3.17039 4.42881 -0.50278  0.461
H: -2.01249 4.40921 -2.68068  0.360
H: -0.05119 2.94001 -3.01688  0.475
H: 0.73811 1.50151 -1.16888  0.370
H: -0.51329 0.77031 4.29922  0.246
H: -1.20199 -0.95449 5.64122  0.363
H: -2.81359 -2.58839 5.19442  0.299
H: -3.31889 -3.50569 3.08712  0.408
H: -2.82569 -2.56279 1.03422  0.330
H: 3.08791 5.88291 2.10892  0.415
H: 5.41531 5.84111 2.95162  0.400
H: 6.37401 3.72611 3.79212  0.366
H: 5.05871 1.65371 3.67252  0.425
H: 2.77211 1.68141 2.74542  0.454
H: -0.82999 6.06141 1.47912  0.388
H: -1.87899 7.69531 3.01292  0.400
H: -1.18049 7.78431 5.37942  0.370
H: 0.59301 6.27161 6.19122  0.393
H: 1.62851 4.64801 4.66172  0.354

4.
The following is a quantum chemistry calculation of 2 unconnected molecules or ions with the total composition C5H6N2O, from OMol25.

Summary:
Frontier orbital gap (spin up / spin down), eV: 8.819 / 8.818
LUMO level (spin up / spin down), eV: 0.59 / 0.58
HOMO energy (spin up / spin down), eV: -8.2336 / -8.2340

Last column: Mulliken charge in e.
Cartesian coordinates (Å):
C: 2.13498 0.79396 0.47020  -0.436
C: 0.97652 1.00761 -0.26518  -0.114
C: 1.06184 -1.03924 0.50370  -0.135
C: -2.43874 0.05794 0.72000  0.150
C: -0.88449 -0.66321 -0.76372  -0.759
N: 2.20282 -0.47686 0.89767  -0.643
N: 0.32953 -0.20205 -0.22511  0.165
O: -3.57124 0.05226 0.50120  -0.336
H: 2.87696 1.55779 0.62292  0.375
H: 0.49837 1.90760 -0.79631  0.312
H: 0.78896 -1.98127 0.72938  0.410
H: -1.89797 0.51144 1.49589  0.303
H: -1.10388 -1.77656 -0.77319  0.251
H: -1.24264 -0.22034 -1.57066  0.456

In order of appearance, DFT total energy = -106560.09342; -52423.68402; -127462.36058; -10306.38808 eV.
In order of appearance, maximum force = 0.06830; 0.04104; 0.04991; 0.11533 hartree/bohr.